Entry 1:
{
  "formula": "C5H26O8",
  "method": "ωB97M-V/def2-TZVPD",
  "homo_energy_ha": -0.308,
  "lumo_energy_ev": -0.69,
  "e_tot_ha": -807.62032,
  "e_above_lowest_kcal_mol": 273.7,
  "gap_ev": 7.704,
  "elements": ["C", "O", "H", "H", "H", "H", "C", "C", "O", "H", "H", "H", "H", "H", "H", "C", "C", "O", "H", "H", "H", "H", "H", "H", "O", "H", "H", "O", "H", "H", "O", "H", "H", "O", "H", "H", "O", "H", "H"],
  "coordinates": [[2.12079, 0.08523, -0.18897], [1.22977, 0.89053, 0.49423], [1.83513, -0.96331, -0.10487], [2.07852, 0.37593, -1.23864], [3.12779, 0.30150, 0.16780], [0.35179, 0.71273, 0.14908], [1.33269, -0.91080, 2.27744], [2.81330, -1.37230, 2.29637], [3.00189, -2.64795, 1.71951], [0.68003, -1.62747, 2.77596], [0.92165, -0.88312, 1.26830], [1.19393, 0.04359, 2.78536], [3.21983, -1.24080, 3.29913], [3.28904, -0.64715, 1.63612], [3.89864, -2.87060, 1.45898], [-2.70307, 2.31079, 0.29743], [-1.79815, 2.73378, -0.81492], [-1.91613, 4.10176, -1.03366], [-2.59391, 1.23079, 0.39639], [-3.68170, 2.71481, 0.03832], [-2.34483, 2.74126, 1.23256], [-2.04242, 2.19506, -1.73046], [-0.75773, 2.50684, -0.58228], [-1.91437, 4.18395, -1.99014], [-0.56522, -1.96676, -2.51467], [-0.54544, -1.96304, -1.55769], [-1.46907, -1.74340, -2.73691], [0.02162, -2.03779, -0.33645], [-0.37977, -2.59153, 0.33324], [0.93744, -2.31521, -0.35995], [-0.31399, 0.06314, -0.45201], [0.07358, -0.79342, -0.27223], [-1.22782, -0.02534, -0.18123], [0.45622, 0.31222, -2.45786], [0.13454, 0.16987, -1.56764], [-0.32522, 0.25408, -3.00758], [-2.35732, -0.28146, 0.16746], [-2.60086, -1.16393, 0.44704], [-3.18109, 0.11743, -0.11273]],
  "forces_ev_per_a": [[0.454, 2.026, -1.248], [6.673, 3.976, 3.767], [1.226, -0.094, -0.095], [0.443, -0.447, -0.158], [-0.012, -0.426, -0.130], [0.243, 1.821, 0.715], [-0.246, -1.908, 0.645], [-0.395, 1.675, -0.666], [-1.137, -0.956, 0.094], [0.140, -0.407, 0.653], [0.522, 0.192, 1.411], [0.234, -0.085, -0.320], [0.091, -0.480, 0.129], [0.397, -0.026, 0.582], [0.118, 0.580, 0.241], [0.367, 0.467, 0.101], [0.865, -0.721, 0.112], [-0.350, 1.062, -0.675], [-0.528, 2.877, 0.774], [-0.319, -0.402, 0.381], [-0.227, 0.169, 0.073], [-0.051, -0.249, -0.166], [0.102, -0.159, -0.012], [0.103, 0.595, 0.052], [-1.411, -0.971, -2.281], [-0.304, -0.190, -1.015], [-0.201, -0.053, -0.470], [0.932, -5.473, 3.009], [-0.101, -0.331, 0.504], [0.800, -0.584, -0.248], [-5.234, 0.018, -0.722], [-0.098, 0.444, 0.472], [0.284, 0.316, -0.643], [1.881, 1.707, -4.547], [-0.210, 0.516, -1.068], [0.212, -0.129, -0.280], [-4.802, -3.512, 1.248], [0.071, -0.632, 0.208], [-0.533, -0.204, -0.430]],
  "nbo_charge": [-0.28, -0.80, 0.08, 0.22, 0.18, 0.45, -0.61, -0.07, -0.76, 0.17, 0.20, 0.24, 0.16, 0.18, 0.48, -0.66, -0.06, -0.72, 0.19, 0.21, 0.22, 0.14, 0.18, 0.47, -0.96, 0.45, 0.44, -0.86, 0.51, 0.54, -0.89, 0.47, 0.47, -1.00, 0.44, 0.44, -0.88, 0.50, 0.52]
}

=====

Entry 2:
{
  "formula": "C5H27N2O7",
  "method": "ωB97M-V/def2-TZVPD",
  "homo_energy_ha": -0.432,
  "total_charge": 1,
  "lumo_energy_ev": -2.38,
  "e_tot_ha": -842.62315,
  "e_above_lowest_kcal_mol": 72.9,
  "gap_ev": 9.384,
  "elements": ["N", "C", "C", "C", "O", "C", "N", "C", "H", "H", "H", "H", "H", "H", "H", "H", "H", "H", "H", "H", "H", "H", "H", "H", "H", "O", "H", "H", "O", "H", "H", "O", "H", "H", "O", "H", "H", "O", "H", "H", "O"],
  "coordinates": [[0.47057, 0.44233, 1.01729], [0.52866, 0.82926, -0.45640], [-0.71332, 1.67615, -0.89668], [-2.07531, 1.02644, -0.55892], [-0.55573, 2.89170, -0.08699], [0.97540, -0.23528, -1.38599], [0.07406, -0.70913, -2.49157], [0.91401, -1.56843, -3.38960], [-0.18366, -0.39233, 1.19724], [-0.00742, 1.34645, 1.42713], [1.40864, 0.22679, 1.37931], [1.31645, 1.55108, -0.39661], [-0.59371, 2.05261, -1.96388], [-2.43823, 0.29747, -1.19039], [-2.78053, 1.86863, -0.40681], [-2.06046, 0.71316, 0.49125], [-1.25249, 3.52141, 0.16955], [1.51339, -1.09836, -0.88626], [2.00116, 0.13624, -1.93289], [-0.71557, -1.27985, -2.15184], [1.42570, -2.36622, -2.92102], [0.18365, -1.87866, -4.07621], [1.57181, -0.91005, -3.98121], [2.76064, -0.04444, 3.49731], [3.48044, 0.71911, 2.34973], [2.83923, -0.02553, 2.54221], [0.79171, 3.28818, 3.00259], [0.34661, 3.67211, 1.62132], [0.85791, 2.92822, 2.01933], [4.92497, 2.30988, 1.89092], [3.46761, 2.73997, 2.09638], [4.16763, 2.21571, 2.46828], [-2.99236, -4.96075, -1.09588], [-2.42808, -4.83266, 0.23361], [-2.44781, -4.34680, -0.55867], [-2.89842, -2.76517, -0.52181], [-3.98025, -1.68473, -0.61032], [-3.08583, -1.76124, -0.31944], [-2.22269, -1.75496, 1.11980], [-1.27569, -2.22591, 2.22105], [-1.31268, -1.61241, 1.53509]],
  "forces_ev_per_a": [[-3.344, 0.517, -0.782], [-0.389, 1.147, 0.513], [-0.568, 0.862, 0.057], [0.932, 3.225, 2.126], [0.714, 0.047, 0.332], [3.104, -1.673, -2.501], [1.419, -0.081, 1.168], [-1.268, 2.665, -0.155], [0.761, 0.906, -0.215], [1.769, -1.960, -0.136], [-0.006, 0.374, 0.580], [0.477, 0.598, -0.294], [-0.199, -1.154, 1.187], [-0.554, -1.415, -1.302], [0.002, -0.376, -0.941], [0.297, -0.693, -0.261], [-0.484, -1.184, -1.063], [-1.103, 0.542, 0.242], [-2.713, -0.314, 0.812], [0.670, 0.411, 0.140], [0.613, -0.867, 0.577], [-0.633, -1.189, -1.192], [0.086, -0.317, 0.526], [0.031, -0.029, 0.157], [-0.594, -0.698, 0.559], [0.281, 0.311, -0.698], [0.605, -1.535, -2.550], [0.714, -1.051, -0.373], [-0.692, 2.833, 3.684], [0.306, 0.200, -0.164], [-0.563, 0.599, -0.330], [0.435, -0.330, 0.292], [0.429, 0.720, -0.121], [0.397, -0.708, 2.086], [-0.777, -0.305, -2.073], [-0.130, 1.984, 0.505], [-1.148, 0.435, -0.151], [0.889, -2.572, -0.488], [1.226, 0.627, 0.082], [0.401, -1.525, 1.977], [-1.393, 0.976, -1.811]],
  "nbo_charge": [-0.77, -0.09, 0.12, -0.64, -0.81, -0.26, -0.62, -0.42, 0.46, 0.48, 0.47, 0.22, 0.23, 0.24, 0.22, 0.20, 0.50, 0.20, 0.21, 0.36, 0.18, 0.21, 0.20, 0.48, 0.50, -1.00, 0.49, 0.50, -0.96, 0.49, 0.49, -0.94, 0.49, 0.49, -0.93, 0.51, 0.48, -1.00, 0.52, 0.48, -0.99]
}

=====

Entry 3:
{
  "formula": "C5H27N2O7S",
  "method": "ωB97M-V/def2-TZVPD",
  "homo_energy_ha": -0.142,
  "total_charge": -1,
  "lumo_energy_ev": 2.73,
  "e_tot_ha": -1241.03938,
  "e_above_lowest_kcal_mol": 90.3,
  "gap_ev": 6.595,
  "elements": ["C", "N", "C", "C", "S", "C", "N", "C", "H", "H", "H", "H", "H", "H", "H", "H", "H", "H", "H", "H", "H", "H", "H", "O", "H", "H", "O", "H", "H", "O", "H", "H", "O", "H", "H", "O", "H", "H", "O", "H", "H", "O"],
  "coordinates": [[-0.72820, 0.25768, -0.90200], [-0.46143, -0.10959, 0.45560], [0.87057, 0.34328, 0.89294], [2.13021, -0.07583, 0.09132], [2.36457, -1.82822, 0.13291], [1.13221, -0.32038, 2.31154], [0.15837, 0.35316, 3.25891], [-0.80567, -0.75684, 3.68514], [-0.94221, 1.40075, -0.83355], [-1.74429, -0.25558, -1.12163], [-0.03206, -0.04060, -1.78254], [-0.56716, -1.14265, 0.59039], [0.63111, 1.50069, 0.95831], [2.98000, 0.37593, 0.62801], [2.29300, 0.27927, -0.94482], [2.05840, -0.13663, 2.66664], [0.81184, -1.31033, 2.13606], [-0.42872, 1.01945, 2.86285], [-1.49654, -0.28726, 4.26656], [-0.45019, -1.63045, 4.21397], [-1.42529, -1.17987, 2.91882], [1.11324, 1.24129, -4.69519], [-0.01157, 0.90434, -3.87660], [0.37608, 1.71370, -4.28211], [-0.27231, 3.51560, -2.76068], [0.53416, 3.52303, -1.52506], [0.02366, 4.11394, -2.06051], [-2.46632, -2.59991, -1.26847], [-1.04446, -2.99151, -1.54330], [-1.73724, -2.38802, -1.80576], [-1.50877, 3.63854, 1.82202], [-2.62796, 3.24616, 2.47575], [-2.13241, 4.09025, 2.44163], [-0.02671, -1.10066, -3.15271], [1.46878, -0.62017, -2.87101], [0.80397, -0.76712, -3.55437], [-3.15541, 1.34727, 1.01647], [-2.11598, 0.26873, 1.38374], [-3.05823, 0.69509, 1.72499], [1.00248, -3.79276, -1.15387], [0.25183, -3.28526, 0.13060], [0.22756, -3.88757, -0.65326]],
  "forces_ev_per_a": [[-2.759, 0.802, -1.314], [0.751, -1.841, 0.397], [0.180, 0.846, 1.006], [0.317, 1.161, -0.229], [0.195, -1.391, -0.484], [-5.147, 3.792, -1.787], [0.667, -4.862, 1.720], [1.362, 0.941, -0.907], [0.621, -1.643, -0.800], [1.669, 1.170, -0.089], [-0.913, 0.869, 2.322], [0.539, 1.091, -0.457], [1.343, -1.768, 0.045], [-0.279, 0.165, 0.002], [-0.764, 0.279, 0.318], [3.159, -0.027, 0.818], [0.467, -1.224, 0.402], [-0.856, 1.313, -1.279], [-2.015, 1.207, 2.147], [1.030, 0.229, 0.278], [-0.061, -0.182, -1.267], [0.060, 0.548, -0.100], [0.151, 0.882, -0.154], [-0.281, -0.708, 0.097], [0.089, 0.172, -0.188], [0.602, -0.411, 0.636], [-0.588, 0.152, -0.525], [-1.441, -0.415, 0.956], [0.886, -0.774, 0.448], [0.455, 0.943, -1.574], [0.344, 1.490, 0.344], [-0.778, 0.652, 0.956], [0.434, -2.269, -1.266], [1.005, -0.169, -0.015], [-0.241, -0.447, 0.359], [-0.612, -0.571, -0.479], [-0.338, -0.081, 0.097], [-2.352, 1.206, 1.041], [3.014, -0.889, -1.357], [1.999, 0.853, -0.491], [1.051, -0.393, -1.169], [-2.963, -0.698, 1.544]],
  "nbo_charge": [-0.43, -0.69, -0.04, -0.58, -0.69, -0.23, -0.63, -0.42, 0.17, 0.22, 0.17, 0.37, 0.16, 0.20, 0.18, 0.20, 0.21, 0.34, 0.19, 0.19, 0.16, 0.47, 0.49, -0.97, 0.48, 0.47, -0.95, 0.46, 0.50, -0.99, 0.46, 0.47, -0.93, 0.50, 0.50, -0.97, 0.45, 0.50, -1.01, 0.50, 0.50, -0.99]
}